[1]
# C35H54AsHfN9O7S2SeSi3

A structure of composition C35H54AsHfN9O7S2SeSi3 (ωB97M-V/def2-TZVPD, the Open Molecules 2025 dataset).

Geometry as XYZ:
```
113
Properties=species:S:1:pos:R:3:lowdin_charge:R:1
Hf -2.076 0.690 1.960 1.209
Se 0.273 1.278 2.423 0.035
As 4.311 1.671 -2.537 0.795
S -1.740 -2.372 0.677 0.646
S -5.420 0.642 2.502 0.511
Si 5.653 0.962 -4.280 0.189
Si 5.901 1.618 -0.654 0.295
Si 3.532 3.884 -3.096 0.262
O -2.031 3.975 4.303 0.118
O -2.588 3.066 2.342 -0.073
O -5.273 0.602 3.939 -0.314
O -1.940 -0.888 0.696 -0.487
O -5.893 1.839 1.872 -0.285
O -2.583 -2.903 -0.395 -0.299
O -4.133 0.237 1.796 -0.483
N -1.862 0.098 5.260 0.014
N -1.928 -2.865 2.104 -0.114
N -2.050 2.213 6.286 0.227
N -2.313 3.055 3.595 -0.412
N -2.468 -4.389 3.731 0.092
N -2.005 -0.663 4.138 -0.030
N -2.278 1.564 -0.173 -0.051
N -2.382 1.808 3.975 -0.042
N -2.720 2.537 -5.333 0.176
C 2.600 -3.000 -0.221 -0.222
C -9.004 -3.966 1.142 -0.058
C -8.158 -2.910 1.699 -0.292
C -2.596 2.477 -4.191 -0.162
C -2.601 -4.037 2.428 -0.394
C 4.445 1.216 -5.629 -0.253
C -6.908 -3.078 2.316 -0.010
C 7.079 2.134 -4.518 -0.216
C 0.252 -3.474 -0.635 -0.047
C 1.590 -3.690 -0.946 -0.019
C 6.268 -0.825 -4.127 -0.208
C 5.011 1.027 0.862 -0.236
C -7.749 -0.522 1.687 -0.042
C -3.253 1.046 -0.939 -0.078
C -4.177 -5.778 2.108 -0.107
C 0.904 -1.818 1.022 -0.084
C 2.843 4.503 -1.446 -0.235
C -3.434 -4.736 1.579 -0.035
C -3.245 -5.377 4.191 -0.155
C 2.265 -2.038 0.758 -0.008
C -4.184 -6.087 3.433 -0.097
C -6.522 -0.737 2.285 -0.289
C -2.491 2.257 -2.765 -0.204
C 6.552 3.347 -0.231 -0.218
C -2.051 1.433 5.193 -0.374
C 4.745 4.891 -4.012 -0.223
C -0.051 -2.558 0.364 -0.301
C 7.281 0.463 -1.085 -0.224
C -3.448 1.430 -2.243 0.015
C -1.373 2.427 -0.658 -0.080
C -1.507 2.891 -1.979 0.046
C -8.565 -1.620 1.468 -0.054
C -6.110 -1.996 2.646 -0.050
C 1.817 3.842 -3.945 -0.223
C 4.074 -3.195 -0.600 -0.041
H -7.968 0.512 1.287 0.136
H 3.041 -1.598 1.327 0.092
H 1.652 2.995 -4.686 0.044
H -3.881 0.296 -0.491 0.110
H 6.890 -0.543 -1.218 0.018
H 4.343 1.819 1.261 0.039
H -9.507 -1.356 1.035 0.108
H -1.218 -1.356 4.012 0.127
H -4.819 -6.421 1.470 0.120
H 2.261 5.395 -1.607 0.021
H 5.637 0.554 1.702 0.070
H 7.937 1.837 -4.004 -0.008
H 4.213 0.401 0.547 -0.030
H 6.922 -1.094 -4.962 0.026
H 4.784 0.884 -6.604 0.040
H 4.254 -2.829 -1.642 0.090
H -5.109 -2.076 3.123 0.120
H 4.433 5.809 -4.481 0.034
H 6.735 -1.094 -3.173 -0.003
H 7.834 0.806 -1.960 0.022
H -9.994 -3.572 0.968 0.069
H 1.833 -4.362 -1.689 0.086
H -3.544 -4.463 0.533 0.093
H 7.056 3.411 0.703 0.011
H -0.627 2.782 0.012 0.062
H -1.707 1.786 7.153 0.139
H 7.092 3.778 -1.054 0.009
H -9.049 -4.838 1.806 0.084
H -8.555 -4.269 0.119 0.124
H -0.724 3.490 -2.472 0.105
H 1.171 3.517 -3.128 -0.031
H -6.595 -4.040 2.651 0.097
H 3.564 0.658 -5.421 0.017
H 6.845 3.111 -4.107 0.001
H -0.512 -4.118 -1.056 0.115
H -2.145 3.226 6.134 0.121
H 4.677 -2.596 0.058 0.056
H 5.747 4.089 -0.027 0.023
H -2.955 -1.085 4.105 0.114
H 4.377 -4.217 -0.542 0.065
H 5.477 -1.576 -4.379 0.037
H 2.129 3.654 -1.233 0.027
H -4.724 -6.875 3.910 0.090
H 1.622 4.873 -4.360 0.056
H 5.492 5.148 -3.252 0.040
H 7.952 0.338 -0.286 0.016
H 5.050 4.228 -4.771 -0.015
H -3.179 -5.400 5.263 0.090
H -1.652 -0.412 6.131 0.185
H -4.338 1.139 -2.803 0.142
H 3.518 4.596 -0.586 0.012
H 4.138 2.231 -5.571 -0.011
H 0.609 -1.044 1.729 -0.050
H 7.231 2.270 -5.613 0.051
```

The net charge is 0. As for the HOMO-LUMO gap: 6.57 eV.


[2]
# C2H5NS2

A cluster of 2 separate species, C2H5NS2 in total (ωB97M-V/def2-TZVPD, the Open Molecules 2025 dataset).

Geometry as XYZ:
```
10
Properties=species:S:1:pos:R:3:lowdin_charge:R:1
S -2.367 -1.526 -0.476 0.026
S 0.883 0.261 0.306 0.836
N -1.163 1.848 1.128 0.018
C 0.709 -0.965 -1.060 -0.436
C -0.654 0.880 0.348 -0.603
H -0.610 2.365 1.741 0.067
H -2.145 1.856 1.297 0.088
H 1.814 -1.168 -1.138 0.033
H 0.454 -0.503 -1.926 -0.019
H 0.004 -1.895 -0.968 -0.010
```

The net charge is 0. As for the HOMO-LUMO gap (spin up / spin down): 6.53 / 6.75 eV.


Record-wise M values, in g mol⁻¹: 1193.64 107.20
Record-wise energy above the lowest of the compared OMol25 structures with the same formula, charge and spin values, in kJ/mol: 335.5 499.7